No. 1
# C2H3F3NO2S

A 2-piece molecular cluster, C2H3F3NO2S overall at a distorted geometry (ωB97M-V/def2-TZVPD, OMol25).

```
12
Properties=species:S:1:pos:R:3:forces:R:3:lowdin_charge:R:1
C 1.213990 -0.423997 -1.169048 -0.0351 2.2641 1.0698 -0.191
C -1.895943 0.783020 0.119038 -2.2922 -3.4360 0.0167 -0.794
N -1.236384 1.831612 0.414607 1.9098 1.1073 2.7068 0.054
O 1.736595 2.130197 -0.425676 -0.2268 -0.8924 0.1113 -0.349
O 1.926448 0.245977 1.196238 -0.5819 0.7063 0.9468 -0.361
F -1.633397 0.236716 -1.110648 -0.1660 0.1033 -0.3250 0.013
F -3.385456 0.723847 0.095366 0.5276 1.1923 -0.3622 -0.099
F -1.801103 -0.307951 1.028257 0.8709 -0.1642 -0.0575 -0.043
S 1.382066 0.792658 -0.015138 1.0182 -1.2736 -0.8870 0.700
H 0.838005 0.187828 -1.938054 -0.4978 0.2699 -1.8028 -0.019
H 0.491151 -1.165900 -0.906874 -0.0412 -0.6658 0.5163 0.012
H -1.060113 1.710324 1.468303 -0.4855 0.7887 -1.9334 0.076
```
Positions in Å, forces in eV/Å.

## Properties
highest occupied orbital energy (alpha / beta)	-5.0 / -5.0	eV
energy above the lowest of the compared OMol25 structures with the same formula, charge and spin	2.118	eV
electronic energy	-26694.1304	eV
frontier orbital gap (alpha / beta)	7.73 / 7.73	eV
charge	-1



No. 2
# C2H3F3O2

A 2-piece molecular cluster, C2H3F3O2 overall at a distorted geometry (ωB97M-V/def2-TZVPD, OMol25).

```
10
Properties=species:S:1:pos:R:3:forces:R:3:lowdin_charge:R:1
C 0.576547 0.798973 -0.553713 -0.5693 1.1624 0.7245 -0.324
C 0.037377 -0.536358 -0.102774 -2.2812 -0.8144 5.1909 -0.326
O -1.539070 0.119071 1.040346 3.0251 -1.2382 -2.4883 -0.165
O -0.573171 -1.500610 -0.707354 0.4016 1.0088 -2.6629 0.185
F 1.612288 0.668213 -1.362953 -0.0038 -0.4195 -1.8050 0.133
F 1.163888 1.461633 0.502783 -1.1067 -0.5454 0.3027 0.072
F 0.887481 -0.979772 0.827687 -0.0725 -0.2859 0.0643 0.136
H -0.311852 1.379424 -0.819921 0.5777 0.2883 -1.0098 0.172
H -0.983594 0.827838 1.348760 -0.0706 0.7581 0.9015 -0.037
H -0.869893 -2.238413 -0.172862 0.0997 0.0856 0.7820 0.155
```
Positions in Å, forces in eV/Å.

## Properties
highest occupied orbital energy (alpha / beta)	-10.3 / -10.3	eV
energy above the lowest of the compared OMol25 structures with the same formula, charge and spin	2.768	eV
electronic energy	-14367.1807	eV
frontier orbital gap (alpha / beta)	10.42 / 10.42	eV



No. 3
# C2H3F3S

The molecule C2H3F3S at a distorted geometry (ωB97M-V/def2-TZVPD, OMol25).

```
9
Properties=species:S:1:pos:R:3:forces:R:3:lowdin_charge:R:1
C -0.614971 0.081213 -0.178312 -0.2665 2.3673 1.6381 -0.396
C 0.575233 -0.776524 -0.165187 2.8492 -1.1088 -0.5531 -0.648
H -0.141101 2.208713 0.964253 0.0631 -0.2986 0.2769 -0.150
H -1.446864 -0.295471 -0.702212 -0.5662 -0.3402 -1.3111 0.080
H -0.984557 0.113508 0.819207 -0.1944 -0.7917 1.0499 0.060
F 0.304274 -2.050475 0.221197 -0.4903 0.5686 -0.4222 0.119
F 1.239665 -0.868500 -1.367205 -0.9876 0.1439 0.7230 0.098
F 1.527457 -0.362533 0.709224 -0.5991 0.3450 -0.1380 0.105
S -0.459136 1.950068 -0.300965 0.1917 -0.8855 -1.2634 0.731
```
Positions in Å, forces in eV/Å.

## Properties
highest occupied orbital energy	-10.0	eV
energy above the lowest of the compared OMol25 structures with the same formula, charge and spin	0.513	eV
electronic energy	-21110.3358	eV
structure (SMILES)	FC(F)(F)CS
frontier orbital gap	10.64	eV



No. 4
# C2H3F3Si

The molecule C2H3F3Si at a distorted geometry (ωB97M-V/def2-TZVPD, OMol25).

```
9
Properties=species:S:1:pos:R:3:forces:R:3:lowdin_charge:R:1
C -0.039872 1.606327 -0.076616 0.8392 -1.8950 0.8483 -0.412
C -0.143253 0.515526 0.686042 0.7386 -2.4647 -1.9568 -0.279
F 0.724460 1.537243 -1.190141 -0.9154 0.7313 0.6013 0.068
F -0.489422 2.780905 0.255626 0.0722 0.8000 -0.5564 0.157
F -0.828546 0.513095 1.848759 0.1387 0.2486 -0.3494 -0.010
Si 0.254254 -1.453412 -0.221731 -1.5771 2.7272 0.9685 0.762
H 1.595516 -1.874155 -0.653773 0.1406 0.1714 0.4407 -0.101
H -0.590735 -1.387142 -1.435628 0.1440 -0.0285 0.0398 -0.094
H -0.482401 -2.238387 0.787461 0.4192 -0.2904 -0.0361 -0.091
```
Positions in Å, forces in eV/Å.

## Properties
highest occupied orbital energy	-9.6	eV
energy above the lowest of the compared OMol25 structures with the same formula, charge and spin	7.344	eV
electronic energy	-18150.0617	eV
structure (SMILES)	FC(F)=C(F)[SiH3]
frontier orbital gap	10.32	eV



No. 5
# C2H3F5N2S

A 2-piece molecular cluster, C2H3F5N2S overall at a distorted geometry (ωB97M-V/def2-TZVPD, OMol25).

```
13
Properties=species:S:1:pos:R:3:forces:R:3:lowdin_charge:R:1
C -1.813907 -0.790766 0.621202 2.7951 1.3671 -2.4147 -0.459
C -0.206721 1.026062 0.538059 -2.2228 -1.1316 1.7548 -0.372
N 1.526525 1.169197 -1.495443 -0.3567 0.1531 -0.9738 -0.348
N 1.330577 -0.937300 -0.267272 1.5585 -1.7348 1.9276 -0.256
F -1.378551 -1.764037 -0.236173 -0.3263 0.6174 0.4006 0.054
F -2.959192 -0.335244 0.144043 -0.0464 0.0913 0.4974 0.135
F -1.926023 -1.344170 1.787354 -0.2841 0.2383 0.9218 0.165
F -0.194474 1.306579 1.899836 0.0858 -0.0515 -1.8303 -0.019
F -0.795201 2.022087 -0.122652 0.4525 -0.8503 0.7154 0.058
S 1.596022 0.657741 -0.074553 -0.9008 0.1078 -1.0159 0.862
H 2.052685 1.825364 -2.059777 0.2099 -0.0246 1.1335 0.011
H 0.882960 -1.269757 -1.125778 0.3329 0.1716 0.6014 0.072
H 1.885305 -1.565756 0.391155 -1.2975 1.0462 -1.7178 0.098
```
Positions in Å, forces in eV/Å.

## Properties
highest occupied orbital energy (alpha / beta)	-8.9 / -9.0	eV
energy above the lowest of the compared OMol25 structures with the same formula, charge and spin	2.523	eV
electronic energy	-29520.3553	eV
frontier orbital gap (alpha / beta)	8.35 / 8.35	eV



No. 6
# C2H3FI2

C2H3FI2 as an isolated structure at a distorted geometry (ωB97M-V/def2-TZVPD, OMol25).

```
8
Properties=species:S:1:pos:R:3:forces:R:3:lowdin_charge:R:1
C -0.345565 -0.016617 -0.010306 0.9180 -1.7101 -0.6039 -0.228
C -1.643863 0.469497 -0.623261 -1.2940 -2.5284 -0.8452 -1.000
F -1.707559 0.401554 -2.003963 0.3505 0.2640 2.2944 -0.103
I -3.209738 -1.727919 0.050389 0.9582 1.7177 -0.4820 0.194
I -2.481187 2.268018 0.096386 0.1592 -0.6912 -0.2077 0.882
H -0.347647 -0.691453 0.937657 -0.5223 2.1227 -1.3121 0.100
H 0.237035 -0.705397 -0.700359 -1.1732 0.7826 0.1997 0.100
H 0.233078 0.901410 -0.034896 0.6036 0.0428 0.9568 0.054
```
Positions in Å, forces in eV/Å.

## Properties
highest occupied orbital energy (alpha / beta)	-9.1 / -9.1	eV
energy above the lowest of the compared OMol25 structures with the same formula, charge and spin	1.142	eV
electronic energy	-21039.4663	eV
frontier orbital gap (alpha / beta)	7.36 / 7.37	eV



No. 7
# C2H3FLiORu

C2H3FLiORu as an isolated structure at a distorted geometry (ωB97M-V/def2-TZVPD, OMol25).

```
9
Properties=species:S:1:pos:R:3:forces:R:3:lowdin_charge:R:1
H -0.915286 -2.093108 -0.692324 -0.8790 2.5215 2.8737 0.227
C -0.894691 -1.134919 0.143676 -2.4284 -0.5417 -0.4976 -0.068
C -0.109462 0.068949 -0.257101 -1.4167 0.6113 -1.4187 -0.270
O 1.126206 0.106485 0.456955 -1.3259 -2.4731 -0.0065 -0.533
Li 0.956661 -1.700528 1.038940 0.3478 -0.7432 0.5673 0.833
Ru 2.317580 1.391333 0.673712 2.7792 3.1060 0.5008 1.482
F -1.928306 -0.748812 1.045878 2.5366 -1.9022 -2.5717 0.027
H -0.673502 1.009119 -0.079467 0.1610 -0.6137 0.1064 0.155
H 0.082588 0.004284 -1.345731 0.2254 0.0351 0.4462 0.149
```
Positions in Å, forces in eV/Å.

## Properties
highest occupied orbital energy (alpha / beta)	-18.5 / -20.5	eV
electronic energy	-9650.3691	eV
spin multiplicity	6
frontier orbital gap (alpha / beta)	8.17 / 8.90	eV
charge	+2



No. 8
# C2H3FN

An isolated ion of composition C2H3FN and charge +1 at a distorted geometry (ωB97M-V/def2-TZVPD, OMol25).

```
7
Properties=species:S:1:pos:R:3:forces:R:3:lowdin_charge:R:1
C 0.095755 -0.373330 0.082435 -0.3255 -2.4140 -0.4664 -0.057
C -0.066684 -1.542769 -0.082739 -0.6670 -6.3922 1.9799 0.146
N 0.073568 0.988909 -0.061015 4.5726 0.2932 2.6594 0.235
F -0.238706 -2.996074 0.164666 0.8441 6.6630 -1.4474 0.051
H -0.640730 1.219303 -0.638824 -2.1456 1.3465 -3.9792 0.140
H 1.134373 1.324246 -0.238721 -3.1510 -0.0167 0.1481 0.287
H -0.357577 1.379714 0.774198 0.8725 0.5201 1.1055 0.198
```
Positions in Å, forces in eV/Å.

## Properties
highest occupied orbital energy	-16.9	eV
energy above the lowest of the compared OMol25 structures with the same formula, charge and spin	2.806	eV
electronic energy	-6317.6199	eV
structure (SMILES)	[NH3+]C#CF
frontier orbital gap	11.92	eV
charge	+1



No. 9
# C2H3FN2O

The molecule C2H3FN2O at a distorted geometry (ωB97M-V/def2-TZVPD, OMol25).

```
9
Properties=species:S:1:pos:R:3:forces:R:3:lowdin_charge:R:1
C 1.061319 -0.376891 0.425682 -1.0055 2.2841 -1.1913 -0.065
C -0.930017 0.616105 0.243688 -0.1139 1.6121 -0.6494 -0.214
N 0.077507 0.114637 1.048574 2.1758 -0.9539 2.0204 0.063
N 0.782352 -0.285565 -1.090322 -0.6936 0.4516 1.8035 -0.021
O -0.423967 0.432795 -1.125394 0.7643 -0.0931 -0.0195 -0.088
F 0.406236 -1.674776 -1.152443 -0.3431 -0.7412 -0.7691 -0.091
H 2.087622 -0.675680 0.753746 -1.4202 -0.0314 -0.2057 0.142
H -1.868615 0.120425 0.393544 -0.4289 -0.7682 -0.0901 0.112
H -1.192436 1.728949 0.502926 1.0651 -1.7601 -0.8988 0.163
```
Positions in Å, forces in eV/Å.

## Properties
highest occupied orbital energy	-10.7	eV
energy above the lowest of the compared OMol25 structures with the same formula, charge and spin	3.283	eV
electronic energy	-9863.3266	eV
structure (SMILES)	FN1C=NCO1
frontier orbital gap	11.29	eV



No. 10
# C2H3FN3O2S

An isolated ion of composition C2H3FN3O2S and charge -1 at a distorted geometry (ωB97M-V/def2-TZVPD, OMol25).

```
12
Properties=species:S:1:pos:R:3:forces:R:3:lowdin_charge:R:1
F 1.536217 -1.094176 0.348570 -0.6628 0.4324 -0.1001 -0.254
S 0.414480 0.104821 0.375673 -1.7899 -0.8545 0.3717 0.559
C -1.048198 -0.710354 0.517675 1.4556 -1.5036 0.0951 -0.383
C -2.282992 -0.033854 0.849909 0.6288 1.1389 -0.9766 -0.340
O 0.725448 0.866024 1.553887 0.5249 0.5569 -0.2443 -0.340
O 0.543683 0.725287 -0.915305 1.0496 0.4554 -0.1131 -0.352
H -0.970782 -1.753544 0.193980 -0.3147 0.5226 0.1274 0.038
H -3.064889 -0.584507 0.304526 -0.2865 0.4531 0.4957 0.096
H -2.220945 1.034704 0.557904 -0.3356 -0.4455 -0.6174 0.101
N -2.610488 0.159229 2.312682 -2.2009 0.4707 1.1601 0.046
N -3.697420 0.729717 2.548799 0.4374 -0.7431 0.9012 -0.283
N -4.660985 1.181403 2.982719 1.4941 -0.4834 -1.0997 0.112
```
Positions in Å, forces in eV/Å.

## Properties
highest occupied orbital energy	-3.2	eV
energy above the lowest of the compared OMol25 structures with the same formula, charge and spin	0.204	eV
electronic energy	-24238.7755	eV
frontier orbital gap	7.21	eV
charge	-1



No. 11
# C2H3FNO5P

An isolated ion of composition C2H3FNO5P and charge -2 at a distorted geometry (ωB97M-V/def2-TZVPD, OMol25).

```
13
Properties=species:S:1:pos:R:3:forces:R:3:lowdin_charge:R:1
C 1.340433 -0.448893 -1.078889 1.3666 -2.1401 2.4623 -0.197
C -0.160760 -0.647151 -1.115059 1.0035 -0.2393 -0.9939 -0.769
N -0.787615 0.598917 -0.770465 0.1634 0.5665 0.4939 0.085
O -0.610732 -2.849776 2.129242 -0.2063 0.6370 -0.4369 -0.443
O 0.559400 -0.558655 2.048578 -0.1051 -0.1366 -0.4362 -0.442
O 2.241640 -1.041662 -1.667600 -0.8302 1.2787 -0.6513 -0.032
O -1.896866 -0.671292 1.459148 -0.7107 -0.0776 0.1504 -0.429
O -0.236139 -1.742992 -0.370548 -0.7325 0.3934 1.6537 -0.137
F -0.593665 -0.989585 -2.416928 -0.3291 0.3302 -0.4161 -0.028
P -0.616092 -1.423271 1.639215 0.7352 -0.6130 -0.0383 0.164
H 1.502081 -0.188302 0.029811 0.3683 0.6884 -1.0991 0.115
H -0.579642 0.820000 0.224747 0.0605 -0.4852 -0.8030 0.065
H -1.769560 0.416410 -0.727154 -0.7836 -0.2023 0.1145 0.048
```
Positions in Å, forces in eV/Å.

## Properties
highest occupied orbital energy	-0.6	eV
energy above the lowest of the compared OMol25 structures with the same formula, charge and spin	0.190	eV
electronic energy	-25858.8020	eV
structure (SMILES)	N[C@@](F)(C=O)OP(=O)([O-])[O-]
frontier orbital gap	7.35	eV
charge	-2



No. 12
# C2H3FO

A 2-piece molecular cluster, C2H3FO overall at a distorted geometry (ωB97M-V/def2-TZVPD, OMol25).

```
7
Properties=species:S:1:pos:R:3:forces:R:3:lowdin_charge:R:1
C 0.511003 -0.433978 1.565445 -0.7983 2.1518 -3.1295 -0.069
C -0.214476 0.331269 -0.737908 2.9691 -1.7025 1.5890 -0.116
O 0.948912 -1.498500 1.652549 0.3004 -0.7919 0.8115 0.067
F -1.466612 -0.047424 -0.870289 -1.0470 0.0221 -0.4362 -0.037
H 0.473784 0.496659 2.181188 0.0903 -0.7102 0.3791 0.079
H 0.069521 1.331262 -0.812170 -0.9182 2.3747 0.6572 0.021
H 0.531213 -0.073222 -1.431243 -0.5964 -1.3440 0.1289 0.056
```
Positions in Å, forces in eV/Å.

## Properties
highest occupied orbital energy (alpha / beta)	-8.0 / -8.3	eV
energy above the lowest of the compared OMol25 structures with the same formula, charge and spin	4.797	eV
electronic energy	-6883.1462	eV
frontier orbital gap (alpha / beta)	8.36 / 8.80	eV